Record 1
17
Properties=species:S:1:pos:R:3:forces:R:3:lowdin_charge:R:1 method="wB97M-V/def2-TZVPD" mol_weight_g_mol=102.13 e_lumo_ev=0.76 charge=0 total_energy_ha=-346.87317 gap_ev=8.8
C -1.966 -0.369 -0.238 -0.034 -0.031 0.043 -0.05
C -1.013 0.486 0.536 -0.188 -0.214 0.279 -0.52
O -1.033 1.794 0.110 -0.017 0.092 0.240 0.00
C -0.264 0.083 1.566 -0.039 0.014 -0.084 0.03
C 0.940 0.004 -1.084 0.473 -0.082 0.019 -0.14
C 1.847 -1.113 -0.661 0.009 -0.019 -0.049 -0.12
O 1.540 1.155 -0.837 -0.226 -0.109 -0.143 -0.01
H -2.981 -0.231 0.150 0.082 -0.007 -0.093 0.09
H -1.940 -0.093 -1.295 0.012 -0.008 0.192 0.08
H -1.690 -1.424 -0.152 -0.057 0.186 0.026 0.08
H -0.637 2.333 0.808 -0.043 -0.013 -0.115 0.11
H 0.431 0.758 2.064 -0.162 -0.081 -0.054 0.07
H -0.288 -0.948 1.900 -0.048 0.167 -0.083 0.07
H 2.704 -0.829 -0.037 -0.091 0.042 -0.076 0.07
H 1.255 -1.889 -0.165 0.097 0.130 -0.125 0.07
H 2.206 -1.557 -1.598 0.018 -0.001 0.066 0.08
H 0.889 1.840 -1.068 0.214 -0.067 -0.042 0.09



Record 2
14
Properties=species:S:1:pos:R:3:forces:R:3:lowdin_charge:R:1 method="wB97M-V/def2-TZVPD" mol_weight_g_mol=203.00 e_lumo_ev=-4.61 charge=+1 total_energy_ha=-563.15951 gap_ev=9.1
C 1.498 1.645 0.461 1.793 -0.292 1.474 -0.09
C -1.527 -1.363 0.500 -2.340 -2.141 -0.912 -0.32
N -1.795 -0.107 0.442 -0.153 0.533 0.014 -0.42
N -0.346 -1.854 0.691 1.457 0.376 0.638 0.20
O 0.608 0.660 -0.051 -0.137 0.148 -0.553 -0.17
I -3.571 0.577 -0.330 0.497 -0.026 0.307 0.96
H 2.057 1.162 1.331 0.086 0.387 -1.611 0.11
H 1.083 2.490 1.025 -0.798 -0.013 -1.012 0.09
H 2.090 1.936 -0.429 0.250 0.350 1.285 0.11
H -2.352 -2.066 0.301 0.489 0.150 0.241 0.14
H -0.889 0.385 0.364 -0.489 1.223 -0.110 0.03
H 0.415 -1.244 0.886 0.460 0.800 0.002 0.11
H 0.833 0.579 -0.990 -0.405 -0.166 0.310 0.12
H -0.016 -2.778 0.587 -0.710 -1.328 -0.072 0.13



HOMO energy, record by record: -8.01, -13.69 eV